*P*
Density functional theory data (ωB97M-V with the def2-TZVPD basis set) for a single C3H5NO molecule.

## Properties
charge: 0
SMILES string: N#CCCO
frontier orbital gap: 11.684 eV

Structure (XYZ):
```
10
C3H5NO ωB97M-V with the def2-TZVPD basis set
O 0.631 0.240 -1.747
C 0.014 0.609 -0.530
C -0.297 -0.674 0.263
C -0.379 -0.479 1.709
N -0.384 -0.381 2.862
H 1.413 0.785 -1.878
H 0.645 1.281 0.066
H -0.918 1.144 -0.745
H 0.504 -1.398 0.084
H -1.231 -1.128 -0.084
```

---

*Q*
Density functional theory data (ωB97M-V with the def2-TZVPD basis set) for 2 unconnected molecules or ions with the total composition C3H5NO.

## Properties
charge: 0
frontier orbital gap: 8.719 eV

Structure (XYZ):
```
10
C3H5NO ωB97M-V with the def2-TZVPD basis set
C -0.316 -0.553 0.033
C -0.208 3.024 -0.773
C 0.774 -0.663 -0.799
N -0.602 0.410 0.907
O 0.873 2.917 -1.182
H -1.027 -1.352 -0.021
H 1.424 0.126 -1.176
H -0.115 1.283 0.652
H 0.875 -1.623 -1.411
H -1.341 0.153 1.610
```

---

Verdict on stability: *Q* comes out at the bottom.

---

*P*
Density functional theory data (ωB97M-V with the def2-TZVPD basis set) for a molecular structure, C3H5NO.

## Properties
charge: 0
frontier orbital gap: 8.659 eV

Structure (XYZ):
```
10
C3H5NO ωB97M-V with the def2-TZVPD basis set
O 0.938 -0.383 1.040
C 1.767 -0.482 0.087
C 0.164 0.228 -0.508
C -1.257 -0.134 -0.268
N -0.735 1.185 0.090
H 2.568 -1.117 0.521
H 0.572 0.438 -1.466
H -1.945 -0.141 -1.115
H -1.481 -0.841 0.523
H -0.590 1.248 1.096
```

---

*Q*
Density functional theory data (ωB97M-V with the def2-TZVPD basis set) for a single C3H5NO molecule.

## Properties
charge: 0
frontier orbital gap: 8.963 eV

Structure (XYZ):
```
10
C3H5NO ωB97M-V with the def2-TZVPD basis set
C -0.999 -0.527 0.033
C -0.378 0.698 0.383
N 0.840 1.028 -0.159
C 1.535 -0.115 -0.314
O 1.119 -1.290 -0.208
H -1.758 -0.972 0.678
H -0.909 -0.908 -0.974
H -1.395 0.889 -0.279
H -0.661 1.151 1.339
H 2.606 0.046 -0.499
```

---

Verdict on stability: *P* comes out at the bottom.

---

*P*
Density functional theory data (ωB97M-V with the def2-TZVPD basis set) for a single C3H5NO molecule.

## Properties
charge: 0
SMILES string: C1=NCCO1
frontier orbital gap: 10.562 eV

Structure (XYZ):
```
10
C3H5NO ωB97M-V with the def2-TZVPD basis set
C 0.572 0.213 0.874
C -0.586 -0.871 0.206
N -0.848 -0.254 -1.075
C -0.183 0.819 -1.149
O 0.619 1.211 -0.146
H 0.723 0.820 1.794
H 1.465 -0.410 0.825
H 0.038 -1.758 0.119
H -1.570 -1.291 0.521
H -0.230 1.520 -1.969
```

---

*Q*
Density functional theory data (ωB97M-V with the def2-TZVPD basis set) for a single C3H5NO molecule.

## Properties
charge: 0
SMILES string: C[C@@H]1N=C1O
frontier orbital gap: 10.389 eV

Structure (XYZ):
```
10
C3H5NO ωB97M-V with the def2-TZVPD basis set
C -1.390 0.143 -0.003
C 0.006 0.250 0.551
O 1.766 -0.850 -0.979
C 1.131 0.096 -0.286
N 1.106 1.316 -0.044
H -1.400 0.222 -1.095
H -2.074 0.885 0.413
H -1.772 -0.849 0.264
H 0.132 0.009 1.608
H 2.451 -1.198 -0.396
```

---

*R*
Density functional theory data (ωB97M-V with the def2-TZVPD basis set) for 2 unconnected molecules or ions with the total composition C3H5NO.

## Properties
charge: 0
SMILES string: C=C=N.C=O
frontier orbital gap: 10.072 eV

Structure (XYZ):
```
10
C3H5NO ωB97M-V with the def2-TZVPD basis set
C 1.083 -0.447 0.769
C 0.337 0.332 1.407
C -1.433 0.443 -1.461
N 1.597 -1.291 0.132
O -1.147 0.828 -2.525
H 0.346 1.417 1.182
H -0.358 -0.169 2.061
H -0.670 -0.264 -0.955
H -2.291 0.615 -0.805
H 2.537 -1.463 0.195
```

---

*S*
Density functional theory data (ωB97M-V with the def2-TZVPD basis set) for a single C3H5NO molecule.

## Properties
charge: 0
frontier orbital gap (spin up / spin down): 8.529 / 8.053 eV

Structure (XYZ):
```
10
C3H5NO ωB97M-V with the def2-TZVPD basis set
C -0.593 0.975 -0.279
C 0.810 0.544 -0.009
N 0.562 -0.780 0.606
C -0.541 -1.206 -0.149
O -1.235 -0.172 -0.558
H 0.213 -0.585 1.562
H -0.939 1.829 -0.843
H 1.372 0.370 -0.952
H 1.407 1.174 0.651
H -1.057 -2.147 -0.030
```

---

Verdict on stability: *S* comes out at the bottom.

---

*P*
Density functional theory data (ωB97M-V with the def2-TZVPD basis set) for a single C3H5NO molecule.

## Properties
charge: 0
SMILES string: C[C@@H](O)C#N
frontier orbital gap: 11.835 eV

Structure (XYZ):
```
10
C3H5NO ωB97M-V with the def2-TZVPD basis set
C 0.806 -0.761 -0.200
C -0.144 0.351 0.239
O -0.056 1.473 -0.617
C -1.538 -0.159 0.208
N -2.591 -0.635 0.158
H 0.718 -0.885 -1.280
H 0.558 -1.703 0.300
H 1.838 -0.503 0.052
H 0.111 0.591 1.276
H 0.297 2.231 -0.137
```

---

*Q*
Density functional theory data (ωB97M-V with the def2-TZVPD basis set) for a molecular structure, C3H5NO.

## Properties
charge: 0
frontier orbital gap: 10.370 eV

Structure (XYZ):
```
10
C3H5NO ωB97M-V with the def2-TZVPD basis set
C -0.637 -0.881 -0.844
C -1.602 -0.029 -0.463
C 1.238 0.266 0.677
N 0.337 0.383 -0.441
O -0.870 1.002 0.037
H -0.347 -1.625 -1.478
H -2.688 -0.070 -0.272
H 0.789 -0.124 1.503
H 2.026 -0.290 0.364
H 1.753 1.368 0.916
```

---

Verdict on stability: *Q* comes out at the bottom.

---

*P*
Density functional theory data (ωB97M-V with the def2-TZVPD basis set) for 2 unconnected molecules or ions with the total composition C3H5NO.

## Properties
charge: 0
SMILES string: C=CC#N.O
frontier orbital gap: 10.247 eV

Structure (XYZ):
```
10
C3H5NO ωB97M-V with the def2-TZVPD basis set
O -1.703 0.766 0.113
C -0.308 -0.894 -0.152
C 0.729 -0.158 -0.596
C 1.741 0.288 0.310
N 2.568 0.587 1.065
H -1.637 0.839 1.073
H -0.414 -1.165 0.894
H -1.031 -1.333 -0.828
H -0.835 1.075 -0.222
H 0.890 -0.006 -1.657
```

---

*Q*
Density functional theory data (ωB97M-V with the def2-TZVPD basis set) for a single C3H5NO molecule.

## Properties
charge: 0
SMILES string: C1=NOCC1
frontier orbital gap: 10.295 eV

Structure (XYZ):
```
10
C3H5NO ωB97M-V with the def2-TZVPD basis set
C 0.984 -0.384 0.163
C -0.517 -0.545 0.149
C -0.923 0.835 -0.335
H 1.386 -0.398 1.202
H 1.475 -1.122 -0.488
H -0.915 -0.707 1.177
H -0.901 -1.387 -0.502
H -1.918 1.196 -0.426
N 0.084 1.566 -0.575
O 1.244 0.947 -0.366
```

---

*R*
Density functional theory data (ωB97M-V with the def2-TZVPD basis set) for a molecular structure, C3H5NO.

## Properties
charge: 0
frontier orbital gap: 11.160 eV

Structure (XYZ):
```
10
C3H5NO ωB97M-V with the def2-TZVPD basis set
C 1.044 -0.727 -0.202
O -0.274 -1.143 -0.353
C -1.147 -0.087 -0.159
C -0.624 0.935 0.760
N -0.393 1.896 1.392
H 1.851 -1.354 -0.580
H 1.363 -0.496 0.831
H 1.137 0.570 -0.802
H -2.050 -0.514 0.285
H -1.425 0.424 -1.094
```

---

*S*
Density functional theory data (ωB97M-V with the def2-TZVPD basis set) for a single C3H5NO molecule.

## Properties
charge: 0
SMILES string: C1=NOCC1
frontier orbital gap: 10.623 eV

Structure (XYZ):
```
10
C3H5NO ωB97M-V with the def2-TZVPD basis set
C -0.778 -0.355 -0.672
C 0.564 -0.535 0.133
C 0.479 0.815 0.880
H -0.784 -0.934 -1.753
H -1.707 -0.700 0.045
H 1.504 -0.645 -0.602
H 0.602 -1.528 0.843
H 1.050 0.998 1.818
N -0.150 1.709 0.234
O -0.781 1.174 -0.925
```

---

Verdict on stability: *S* comes out at the bottom.

---

*P*
Density functional theory data (ωB97M-V with the def2-TZVPD basis set) for a single C3H5NO molecule.

## Properties
charge: 0
SMILES string: C[C@H](O)C#N
frontier orbital gap: 11.900 eV

Structure (XYZ):
```
10
C3H5NO ωB97M-V with the def2-TZVPD basis set
C 0.809 -0.435 0.816
C -0.407 0.172 0.104
C 0.031 0.757 -1.169
H 0.824 -1.402 0.135
H 1.880 0.230 0.386
H 0.690 -0.524 1.923
H -0.821 1.048 0.607
H -2.121 -0.410 -0.625
N 0.476 1.429 -2.036
O -1.361 -0.864 -0.140
```

---

*Q*
Density functional theory data (ωB97M-V with the def2-TZVPD basis set) for a single C3H5NO molecule.

## Properties
charge: 0
frontier orbital gap: 8.798 eV

Structure (XYZ):
```
10
C3H5NO ωB97M-V with the def2-TZVPD basis set
C 0.511 1.085 0.772
C 0.651 -1.578 -1.315
N -0.337 -1.084 -0.702
C -1.106 -0.542 0.132
O -0.817 0.577 0.835
H 0.878 1.187 1.794
H 0.492 2.064 0.286
H 0.652 -1.205 -2.359
H 1.176 0.417 0.220
H -2.101 -0.921 0.338
```

---

Verdict on stability: *Q* comes out at the bottom.